# 1
Density functional theory data (wB97M-V/def2-TZVPD) for a molecular structure, C37H39N5Sn in a non-equilibrium geometry.

Geometry as XYZ:
```
82
Properties=species:S:1:pos:R:3
Sn -1.21 -0.63 0.76
C -2.98 -3.19 2.34
C -2.11 -2.56 3.37
C -2.28 -2.86 4.72
C -1.49 -2.22 5.66
C -0.49 -1.36 5.22
C -0.33 -1.12 3.86
N -1.17 -1.69 2.96
C 0.80 -0.33 3.33
C 1.80 0.12 4.19
C 2.91 0.78 3.69
C 3.00 0.97 2.32
C 1.96 0.53 1.50
N 0.87 -0.09 2.00
C 2.08 0.76 0.05
C 2.70 1.91 -0.45
C 2.79 2.31 -1.81
C 1.98 2.00 -2.84
C 0.72 1.15 -2.68
C -0.01 0.91 -4.01
N 1.77 -0.20 -0.83
H -3.19 -4.23 2.60
H -2.51 -3.17 1.35
H -3.95 -2.68 2.31
H -3.04 -3.56 5.03
H -1.62 -2.40 6.72
H 0.13 -0.89 5.96
H 1.75 -0.07 5.25
H 3.69 1.14 4.35
H 3.88 1.43 1.90
H 3.18 2.56 0.26
H 3.58 3.03 -2.01
H 2.18 2.39 -3.83
H 0.69 0.55 -4.77
H -0.47 1.81 -4.40
H -0.79 0.16 -3.90
C -1.19 -2.50 -2.70
C 0.00 -3.16 -2.09
C 0.26 -4.49 -2.41
C 1.37 -5.14 -1.87
C 2.23 -4.47 -1.03
C 2.00 -3.14 -0.66
C 2.96 -2.47 0.25
C 0.90 -2.47 -1.25
N 0.73 -1.04 -1.14
C 1.32 -0.17 -2.17
C 2.22 -0.86 -3.18
C -0.23 2.00 -1.83
C -0.34 3.41 -2.31
N -0.90 1.58 -0.83
C -1.81 2.49 -0.19
C -1.37 3.42 0.76
C 0.04 3.48 1.24
C -2.27 4.37 1.26
C -3.61 4.39 0.87
C -4.05 3.44 -0.03
C -3.18 2.47 -0.56
C -3.74 1.47 -1.50
H -2.06 -3.15 -2.61
H -1.04 -2.36 -3.77
H -1.41 -1.53 -2.23
H -0.40 -5.01 -3.08
H 1.53 -6.19 -2.09
H 3.09 -4.98 -0.63
H 3.67 -3.18 0.67
H 2.46 -1.96 1.08
H 3.56 -1.73 -0.29
H 2.93 -1.50 -2.68
H 2.77 -0.13 -3.77
H 1.64 -1.48 -3.86
H 0.15 3.58 -3.26
H 0.12 4.09 -1.58
H -1.38 3.73 -2.38
H 0.72 2.93 0.59
H 0.11 3.06 2.24
H 0.37 4.51 1.31
H -1.90 5.13 1.93
H -4.28 5.14 1.26
H -5.09 3.44 -0.35
H -4.72 1.12 -1.16
H -3.08 0.62 -1.67
H -3.95 1.96 -2.46
```

Computed properties:
LUMO level (spin up / spin down)	-15.4 / -14.3	eV
charge	+4

***

# 2
Density functional theory data (wB97M-V/def2-TZVPD) for a molecular structure, C37H40Cl4N2O3PTm.

Geometry as XYZ:
```
88
Properties=species:S:1:pos:R:3
Tm -0.11 0.71 -0.11
C 1.12 -2.24 3.11
C 0.16 -1.21 3.70
C 0.51 -0.97 5.17
P 0.14 0.33 2.66
C -0.85 1.50 3.69
C -0.94 2.89 3.06
C -2.25 0.92 3.90
C 1.85 0.95 2.63
C 2.42 1.54 3.76
C 3.74 1.94 3.82
C 4.33 2.56 5.05
C 4.51 1.73 2.67
C 3.98 1.18 1.53
C 2.62 0.79 1.45
N 2.07 0.32 0.28
C 2.92 -0.04 -0.79
C 3.57 -1.29 -0.80
C 3.50 -2.17 0.41
C 4.30 -1.68 -1.91
C 4.43 -0.87 -3.03
C 5.18 -1.33 -4.25
C 3.83 0.38 -2.99
C 3.10 0.82 -1.89
C 2.53 2.22 -1.89
H 1.10 -3.15 3.72
H 2.14 -1.86 3.10
H 0.84 -2.51 2.09
H -0.86 -1.60 3.63
H 1.53 -0.60 5.27
H 0.45 -1.91 5.71
H -0.16 -0.27 5.66
H -0.35 1.61 4.66
H -1.53 2.85 2.14
H 0.03 3.30 2.81
H -1.45 3.57 3.74
H -2.72 0.69 2.94
H -2.88 1.65 4.41
H -2.24 0.01 4.50
H 1.80 1.68 4.64
H 3.56 2.75 5.80
H 4.81 3.52 4.83
H 5.08 1.92 5.51
H 5.56 2.02 2.68
H 4.61 1.06 0.65
H 2.49 -2.24 0.78
H 4.11 -1.76 1.22
H 3.88 -3.17 0.18
H 4.79 -2.65 -1.90
H 6.00 -2.00 -3.97
H 5.61 -0.49 -4.79
H 4.53 -1.87 -4.94
H 3.96 1.06 -3.83
H 3.14 2.86 -2.53
H 2.51 2.64 -0.89
H 1.52 2.24 -2.30
Cl -4.97 0.12 -5.44
C -4.11 0.08 -3.93
C -2.73 0.06 -3.92
C -2.08 0.01 -2.71
Cl -0.31 -0.01 -2.73
C -2.73 0.01 -1.46
O -2.10 0.00 -0.32
C -4.14 0.03 -1.54
Cl -5.03 0.02 -0.06
C -4.82 0.06 -2.74
H -2.17 0.07 -4.85
H -5.90 0.07 -2.75
Cl 0.32 5.89 0.08
C -0.60 4.78 -0.95
C -0.42 3.32 -0.60
O -1.11 2.50 -1.26
O 0.37 2.94 0.29
H -0.29 4.93 -1.99
H -1.66 5.03 -0.88
N 0.01 -1.83 -0.27
C 0.09 -2.97 -0.37
C 0.22 -4.39 -0.48
C -0.80 -5.22 -0.01
C -0.66 -6.59 -0.11
C 0.50 -7.13 -0.66
C 1.51 -6.30 -1.12
C 1.38 -4.93 -1.03
H -1.69 -4.78 0.41
H -1.44 -7.24 0.24
H 0.60 -8.20 -0.74
H 2.41 -6.73 -1.56
H 2.16 -4.26 -1.38
```

Computed properties:
expectation value of S²	2.00
spin multiplicity	3
LUMO level (spin up / spin down)	-0.2 / -0.2	eV
charge	0

***

# 3
Density functional theory data (wB97M-V/def2-TZVPD) for a molecular structure, C37H40EuN5O6STe in a non-equilibrium geometry.

Geometry as XYZ:
```
91
Properties=species:S:1:pos:R:3
Eu -1.64 1.55 -1.94
O -2.70 7.31 1.44
C -2.40 6.24 0.62
C -3.21 5.94 -0.48
C -2.89 4.72 -1.15
N -1.84 3.94 -0.81
C -1.08 4.24 0.25
C -1.36 5.39 1.02
C -0.06 3.15 0.49
O 0.63 3.34 1.51
O -0.03 2.14 -0.29
C -3.71 4.08 -2.24
O -4.85 4.44 -2.52
O -3.11 3.09 -2.77
H -3.54 7.66 1.14
H -3.97 6.62 -0.79
H -0.92 5.50 2.02
S -4.12 -2.08 -4.09
C -3.23 -0.73 -3.93
N -2.61 0.30 -3.85
C 2.46 3.36 -4.30
C 3.18 2.14 -3.73
N 2.53 0.96 -4.24
C 3.25 0.32 -5.33
C 2.97 0.95 -6.73
C 1.25 0.69 -3.89
C 0.44 -0.37 -4.59
N 0.65 1.27 -2.90
H 2.79 4.28 -3.76
H 1.38 3.32 -4.26
H 2.70 3.59 -5.33
H 3.12 2.17 -2.65
H 4.23 2.00 -4.00
H 3.00 -0.76 -5.35
H 4.30 0.56 -5.07
H 2.99 2.04 -6.77
H 2.05 0.54 -7.17
H 3.81 0.61 -7.37
H 0.97 -1.19 -5.12
H -0.06 0.22 -5.38
H -0.30 -0.78 -3.88
H 1.36 1.76 -2.36
C 4.41 -5.89 2.93
C 3.26 -5.11 2.36
C 2.11 -5.01 3.12
C 1.05 -4.23 2.72
C -0.13 -4.22 3.70
C 1.14 -3.47 1.53
Te -0.19 -1.58 1.31
N -1.58 -0.66 -0.09
C -2.83 -0.35 0.15
O -3.43 0.54 -0.57
C -3.68 -1.03 1.21
C -4.65 -0.22 1.84
C -5.45 -0.81 2.82
C -5.40 -2.19 3.03
C -4.49 -2.95 2.29
C -3.55 -2.37 1.47
C 0.05 -0.43 3.15
C -0.78 -0.66 4.25
C -0.53 0.07 5.40
C 0.51 1.02 5.52
C 1.37 1.13 4.47
C 1.17 0.42 3.28
C 2.16 0.51 2.17
C 2.19 -3.75 0.65
C 2.29 -3.17 -0.75
C 3.21 -4.57 1.09
H 5.33 -5.76 2.32
H 4.20 -6.96 2.97
H 4.59 -5.52 3.95
H 2.01 -5.68 4.00
H -0.13 -5.09 4.33
H -1.09 -4.18 3.18
H -0.09 -3.32 4.36
H -4.69 0.82 1.51
H -6.05 -0.15 3.49
H -6.13 -2.57 3.78
H -4.49 -4.03 2.37
H -2.71 -2.95 1.02
H -1.65 -1.32 4.10
H -1.21 -0.06 6.27
H 0.64 1.65 6.44
H 2.32 1.68 4.57
H 3.05 1.08 2.53
H 1.77 1.12 1.32
H 2.52 -0.47 1.77
H 3.12 -2.44 -0.67
H 1.39 -2.64 -0.99
H 2.55 -3.91 -1.51
H 4.02 -4.83 0.36
```

Computed properties:
expectation value of S²	12.01
spin multiplicity	7
energy relative to the best compared isomer or geometry (same formula, charge and spin)	67.3	kcal/mol
LUMO level (spin up / spin down)	3.6 / 3.6	eV
charge	-2

***

# 4
Density functional theory data (wB97M-V/def2-TZVPD) for a molecular structure, C37H40NiOP2 in a non-equilibrium geometry.

Geometry as XYZ:
```
81
Properties=species:S:1:pos:R:3
Ni -1.36 -0.11 3.34
C 1.36 -3.90 5.18
C 1.50 -2.95 4.27
C 1.78 -3.12 2.83
C 0.63 -3.45 1.85
C -0.36 -4.50 2.22
C -0.14 -5.53 3.05
C 1.20 -5.94 3.56
C 1.50 -5.39 4.98
C -3.37 0.08 3.46
H 1.28 -3.62 6.24
H 1.44 -1.90 4.60
H 2.57 -3.85 2.63
H 2.21 -2.16 2.53
H 0.07 -2.52 1.64
H 1.12 -3.70 0.89
H -1.38 -4.30 1.84
H -0.98 -6.15 3.39
H 1.99 -5.61 2.87
H 1.24 -7.04 3.61
H 0.90 -5.93 5.74
H 2.54 -5.68 5.20
H -3.50 1.12 3.80
H -3.92 -0.57 4.17
H -3.84 -0.03 2.47
P 0.96 2.67 -1.52
P -1.02 1.63 -2.80
C 1.59 1.55 -2.80
C 0.55 1.18 -3.60
C 1.85 4.22 -1.93
C 3.06 4.21 -2.65
C 3.76 5.41 -2.82
C 3.24 6.61 -2.34
C 1.99 6.63 -1.72
C 1.28 5.44 -1.53
C 1.65 2.00 0.01
C 1.04 0.83 0.52
C 1.59 0.22 1.64
C 2.75 0.73 2.23
C 3.33 1.91 1.74
C 2.77 2.55 0.64
C -1.89 2.26 -4.35
C -1.45 3.46 -4.93
C -1.83 3.78 -6.23
C -2.67 2.94 -6.96
C -3.20 1.80 -6.34
C -2.83 1.47 -5.03
C -1.74 -0.04 -2.57
C -3.04 -0.12 -2.03
C -3.74 -1.32 -2.10
C -3.13 -2.45 -2.67
C -1.80 -2.40 -3.09
C -1.09 -1.20 -3.01
H 2.65 1.30 -2.91
H 0.57 0.73 -4.60
H 3.46 3.29 -3.06
H 4.72 5.39 -3.34
H 3.81 7.54 -2.45
H 1.56 7.56 -1.37
H 0.29 5.44 -1.07
H 0.15 0.44 0.03
H 1.10 -0.65 2.07
H 3.21 0.22 3.07
H 4.22 2.32 2.22
H 3.21 3.48 0.25
H -0.80 4.13 -4.36
H -1.46 4.69 -6.70
H -2.92 3.16 -7.99
H -3.89 1.15 -6.87
H -3.27 0.59 -4.56
H -3.50 0.77 -1.60
H -4.76 -1.37 -1.73
H -3.69 -3.38 -2.77
H -1.30 -3.29 -3.49
H -0.05 -1.16 -3.33
C -1.61 -1.70 6.14
C -1.62 -1.82 4.63
O -1.78 -2.95 4.15
H -2.11 -0.79 6.51
H -0.56 -1.70 6.47
H -2.10 -2.60 6.56
```

Computed properties:
expectation value of S²	2.01
spin multiplicity	3
energy relative to the best compared isomer or geometry (same formula, charge and spin)	0.0	kcal/mol
LUMO level (spin up / spin down)	-0.2 / -0.5	eV
charge	0

***

# 5
Density functional theory data (wB97M-V/def2-TZVPD) for a molecular structure, C37H41F2GeN3STa.

Geometry as XYZ:
```
86
Properties=species:S:1:pos:R:3
Ta 0.09 0.14 0.13
C -2.96 -1.49 1.32
C -2.36 -2.70 2.04
C -3.51 -3.65 2.39
C -1.29 -3.47 1.27
C -0.89 -4.72 1.66
C 0.00 -5.48 0.88
C 0.40 -5.06 -0.38
C 0.05 -3.81 -0.85
C 0.36 -3.44 -2.29
C -0.11 -2.07 -2.77
C -0.25 -4.51 -3.22
C -0.58 -2.93 0.12
N -0.31 -1.63 0.08
H -3.95 -1.30 1.71
H -3.07 -1.67 0.24
H -2.39 -0.57 1.46
H -1.90 -2.36 2.97
H -4.05 -3.94 1.49
H -4.21 -3.14 3.05
H -3.19 -4.56 2.90
H -1.27 -5.14 2.58
H 0.32 -6.45 1.24
H 0.98 -5.72 -1.01
H 1.45 -3.48 -2.39
H -1.14 -1.86 -2.48
H -0.07 -2.05 -3.86
H 0.54 -1.27 -2.41
H -1.33 -4.42 -3.24
H 0.01 -5.52 -2.92
H 0.13 -4.35 -4.23
C 5.81 1.12 2.70
C 4.48 0.97 3.05
C 3.53 0.70 2.08
C 3.89 0.58 0.74
C 5.24 0.73 0.40
C 6.19 1.00 1.37
Ge 2.67 0.16 -0.71
C 3.21 -1.58 -1.39
C 3.36 -2.64 -0.49
C 3.85 -3.86 -0.91
C 4.19 -4.05 -2.24
C 4.05 -3.01 -3.15
C 3.56 -1.78 -2.72
C 2.64 1.51 -2.11
C 3.42 2.66 -1.99
C 3.42 3.62 -2.99
C 2.62 3.46 -4.11
C 1.84 2.32 -4.24
C 1.84 1.36 -3.25
H 6.56 1.33 3.45
H 4.19 1.05 4.09
H 2.50 0.57 2.38
H 5.56 0.62 -0.64
H 7.23 1.11 1.09
H 3.11 -2.49 0.56
H 3.99 -4.67 -0.20
H 4.58 -5.01 -2.57
H 4.32 -3.16 -4.19
H 3.47 -0.97 -3.44
H 4.05 2.81 -1.11
H 4.03 4.51 -2.89
H 2.62 4.21 -4.89
H 1.22 2.18 -5.13
H 1.24 0.47 -3.37
C -0.24 1.53 7.31
C -0.09 0.61 6.16
C 0.15 -0.74 6.24
C 0.26 -1.48 5.06
N 0.15 -0.90 3.85
C -0.07 0.39 3.79
S -0.23 1.29 2.31
N -0.19 1.14 4.91
C 0.52 -2.94 5.07
H -0.13 0.99 8.25
H -1.23 2.00 7.29
H 0.51 2.32 7.27
H 0.24 -1.22 7.20
H -0.37 2.13 4.81
H 0.62 -3.33 6.08
H 1.42 -3.16 4.50
H -0.31 -3.46 4.57
F 0.13 2.42 -0.37
C -0.74 1.62 -1.17
F -1.93 1.67 -0.46
H -0.87 2.06 -2.15
```

Computed properties:
expectation value of S²	0.77
spin multiplicity	2
energy relative to the best compared isomer or geometry (same formula, charge and spin)	4.5	kcal/mol
LUMO level (spin up / spin down)	-6.6 / -8.1	eV
charge	+2